Entry from OMol25: a molecular structure, C38H49ClN6O4PTi (wB97M-V/def2-TZVPD).

XYZ file:
```
100
Properties=species:S:1:pos:R:3:forces:R:3
Ti 0.2950 -0.0206 -1.8481 -1.36 0.75 1.08
Cl 5.5811 1.0006 -6.4210 0.15 0.04 -0.05
C 4.1655 0.4989 -5.5588 -0.14 0.01 0.12
C 3.0368 0.1048 -6.2821 0.11 0.03 0.12
C 1.8859 -0.2365 -5.6048 -0.14 -0.04 0.39
C 1.8054 -0.1946 -4.2044 1.66 0.19 -1.06
O 0.6506 -0.3715 -3.6216 -0.47 -0.10 -0.85
C 3.0158 0.0827 -3.4626 -0.41 -0.21 -0.57
C 3.0877 -0.1433 -2.0832 0.93 0.16 -0.21
N 2.0126 -0.6826 -1.4272 0.30 0.46 0.54
C 2.0582 -2.0422 -1.1589 0.01 -1.54 -0.10
C 3.1934 -2.7796 -0.8064 -0.36 0.52 -0.01
C 3.1453 -4.1663 -0.7841 -0.09 -0.21 0.01
C 2.0155 -4.8547 -1.1822 0.05 0.18 0.03
C 0.8772 -4.1538 -1.6099 0.19 0.54 0.28
C -0.2329 -4.7440 -2.2720 -0.32 -0.24 -0.09
C -1.1746 -3.9065 -2.8689 0.08 0.34 0.01
C -1.1332 -2.5379 -2.6611 -0.51 -0.32 -0.58
N -0.1804 -1.9543 -1.8893 0.14 -0.87 0.44
C 0.8762 -2.7381 -1.4942 1.01 -0.54 0.04
C 4.1665 0.4814 -4.1872 -0.16 -0.09 -0.09
H 3.0686 0.0921 -7.3594 0.00 0.00 -0.11
H 0.9928 -0.5073 -6.1500 -0.08 -0.01 -0.04
H 4.0538 -0.0867 -1.5857 -0.06 0.07 -0.02
H 4.1154 -2.2686 -0.5772 0.13 0.06 -0.01
H 4.0327 -4.7160 -0.5088 0.07 -0.06 0.05
H 2.0255 -5.9309 -1.2443 0.00 -0.17 -0.02
H -0.2568 -5.8105 -2.4293 0.01 -0.13 -0.07
H -1.9346 -4.3251 -3.5124 -0.13 0.04 -0.02
H -1.8540 -1.8604 -3.1126 0.03 -0.18 0.02
H 5.0564 0.7495 -3.6391 0.15 0.00 0.04
C 0.5794 2.1842 -2.8875 -0.09 0.47 0.50
C 1.2787 2.2656 -1.6622 -0.22 0.25 -0.26
C 0.3359 2.1298 -0.5988 -0.34 0.29 -0.23
C -0.9484 1.9258 -1.1757 0.31 0.78 -0.11
C -0.7825 1.8895 -2.5948 0.02 0.45 0.13
C -1.8833 1.8142 -3.6183 0.21 -0.09 0.13
C -2.2703 2.2321 -0.5193 0.28 -0.27 -0.16
C 0.6489 2.6139 0.7922 0.04 -0.22 -0.19
C 2.6833 2.7658 -1.4658 -0.26 -0.16 -0.02
C 1.0783 2.6345 -4.2277 -0.03 -0.25 0.15
H -1.5435 1.2906 -4.5151 -0.06 -0.01 0.07
H -2.1921 2.8181 -3.9237 -0.03 -0.03 0.02
H -2.7590 1.2954 -3.2236 0.00 0.00 -0.05
H -3.0453 1.5280 -0.8207 -0.03 -0.05 0.02
H -2.5955 3.2291 -0.8294 0.03 0.00 0.04
H -2.1567 2.2552 0.5652 0.02 0.01 0.10
H 1.4375 2.0275 1.2634 0.05 -0.01 0.05
H -0.2226 2.6055 1.4413 -0.05 -0.02 0.05
H 1.0041 3.6464 0.7290 0.00 -0.03 0.00
H 3.1869 2.2371 -0.6563 0.03 0.01 -0.01
H 2.6592 3.8285 -1.2068 -0.01 0.00 0.01
H 3.2709 2.6575 -2.3739 0.06 -0.01 0.01
H 0.5915 2.1028 -5.0424 0.02 0.00 -0.03
H 2.1548 2.5180 -4.3325 0.02 -0.02 -0.05
H 0.8450 3.6971 -4.3366 -0.02 0.01 0.01
N -4.0162 0.4748 1.7534 0.55 0.56 0.42
C -4.4428 -0.5057 0.7430 0.52 -0.79 -0.60
P -2.8141 -1.4212 0.4431 -1.17 -0.49 -0.95
O -2.3489 -1.7506 1.8259 -0.16 0.04 0.50
O -1.9649 -0.6675 -0.5112 -0.41 0.41 -0.01
C -3.1441 -3.1434 -0.2703 -0.47 1.09 0.10
N -1.8625 -3.7416 0.1429 0.60 -0.03 0.41
H -3.4161 -0.0276 2.4431 -0.32 0.29 -0.10
H -4.7716 0.9700 2.2370 0.21 -0.12 -0.13
H -3.3538 1.1805 1.3526 -0.57 -0.39 0.34
H -4.8545 -0.0133 -0.1353 0.10 0.05 0.03
H -5.1823 -1.1806 1.1688 0.00 0.05 0.09
H -3.2535 -3.1650 -1.3513 0.12 -0.01 0.09
H -3.9735 -3.6564 0.2112 0.05 0.00 0.13
H -1.7958 -4.7592 0.0500 0.06 0.28 -0.09
H -1.7425 -3.4011 1.1270 0.21 -0.46 -0.22
H -1.0966 -3.2989 -0.4074 -0.18 -0.38 0.13
C -0.0473 0.7511 7.2247 -0.16 -0.12 -0.18
C -1.0970 0.4414 6.1596 0.26 -0.31 0.37
N -1.1900 1.4426 5.1160 -0.09 -0.02 -0.49
C -1.6960 2.7487 5.5069 -0.06 0.49 -0.14
C -0.5553 3.7622 5.6024 -0.24 -0.10 0.03
C -1.2008 1.1256 3.7873 -0.93 0.49 0.19
O -2.0240 1.6540 3.0114 0.62 0.02 0.35
C -0.1839 0.2162 3.2440 0.99 -0.59 -0.54
C 0.9289 -0.2868 3.9301 -0.52 0.20 -0.35
C 1.8502 -1.0374 3.2280 0.12 -0.11 -0.08
C 1.6698 -1.2543 1.8693 -0.15 0.15 0.11
N 0.6510 -0.7331 1.1757 0.10 -0.21 0.21
C -0.2234 -0.0241 1.8608 -0.38 0.19 0.61
H 0.0864 -0.1187 7.8636 0.01 -0.02 0.11
H -0.3578 1.5863 7.8467 0.02 0.08 0.07
H 0.9094 1.0013 6.7722 0.10 0.02 0.01
H -2.0807 0.3760 6.6503 0.13 -0.08 -0.16
H -0.9026 -0.5257 5.6925 -0.08 0.07 0.09
H -2.2030 2.6665 6.4704 -0.07 -0.08 -0.08
H -2.4142 3.0836 4.7539 0.00 -0.08 0.24
H 0.1458 3.4959 6.3885 0.08 -0.02 0.05
H -0.9566 4.7482 5.8194 -0.01 0.14 0.04
H -0.0150 3.8118 4.6602 0.05 0.02 -0.11
H 1.0860 -0.0958 4.9766 0.03 0.06 0.14
H 2.7139 -1.4466 3.7294 0.06 -0.06 0.00
H 2.3640 -1.8629 1.3108 0.11 -0.02 -0.03
H -1.0261 0.4131 1.2906 0.11 0.03 -0.01
```
Positions in Å, forces in eV/Å.

Calculated values
M: 768.14 u
<S²>: 2.06
relative energy (zero: lowest compared OMol25 entry of this formula, charge and spin): 77.2 kJ/mol
total energy: -3757.8038 Eh
2S+1: 3
frontier orbital gap (alpha / beta): 5.04 / 6.92 eV
HOMO level (alpha / beta): -0.275 / -0.344 Ha
net charge: +1

Results of the natural (NBO) charge analysis, in e, for atoms 1 through 6: 1.98 0.00 -0.05 -0.22 -0.26 0.33